The following is a quantum chemistry calculation of 2 unconnected molecules or ions with the total composition C4H13N2O, from the Open Molecules 2025 dataset.

- Maximum force: 0.0333 hartree/bohr
- Total charge: +1
- Energy above the lowest of the compared OMol25 structures with the same formula, charge and spin: 167.4 kJ/mol
- Multiplicity: 1
- HOMO energy: -12.51 eV

XYZ file:
```
20
Properties=species:S:1:pos:R:3:forces:R:3:nbo_charge:R:1
C -1.215 -0.969 -0.087 -0.378 0.447 0.491 -0.223
C -1.643 0.535 0.049 0.588 -0.880 -0.309 -0.454
C -0.470 1.472 0.074 -1.139 1.031 0.753 0.115
C -0.291 2.413 -0.838 0.299 -0.197 -0.318 -0.413
N 0.269 1.433 1.274 0.288 -0.620 0.726 -0.857
N 0.223 -1.241 0.254 1.535 0.232 0.081 -0.721
H -1.333 -1.208 -1.130 0.064 -0.482 -0.205 0.233
H -1.832 -1.608 0.536 -0.053 -0.113 -0.172 0.234
H -2.302 0.661 0.899 0.083 0.110 0.363 0.231
H -2.227 0.753 -0.831 -0.232 0.062 -0.213 0.249
H 0.555 3.081 -0.820 -0.015 0.200 0.159 0.219
H -1.009 2.528 -1.623 -0.032 -0.080 -0.478 0.217
H 0.472 2.343 1.666 0.393 0.082 -0.380 0.409
H -0.234 0.952 2.013 -0.037 -0.032 -0.109 0.369
H 0.527 -1.805 1.056 -1.155 -0.199 0.193 0.440
H 0.727 -0.363 0.476 -0.066 0.191 -0.343 0.464
H 0.761 -1.706 -0.489 -0.061 0.230 -0.225 0.473
H 3.241 -1.896 -1.353 -0.280 0.050 0.086 0.499
H 3.148 -3.063 -0.402 -0.265 0.032 0.040 0.499
O 2.632 -2.310 -0.723 0.464 -0.063 -0.139 -0.983
```
Forces are in eV/Å.

The following is a quantum chemistry calculation of a gas-phase ion, C4H13N2O (charge +1), from the Open Molecules 2025 dataset.

- Maximum force: 0.0317 hartree/bohr
- Total charge: +1
- Energy above the lowest of the compared OMol25 structures with the same formula, charge and spin: 161.5 kJ/mol
- Multiplicity: 1
- HOMO energy: -13.20 eV
- SMILES: [NH3+]CCNCCO

XYZ file:
```
20
Properties=species:S:1:pos:R:3:forces:R:3:nbo_charge:R:1
N 0.009 -0.561 -1.722 0.369 -1.055 -0.721 -0.688
C 1.256 0.061 -1.204 -0.088 0.465 -0.259 -0.233
C 0.918 1.343 -0.453 0.906 -0.221 0.520 -0.238
N -0.283 1.250 0.323 -0.597 -0.281 0.246 -0.660
C -0.253 0.360 1.492 -0.724 0.436 0.049 -0.266
C -1.316 -0.718 1.405 0.305 0.077 0.349 -0.080
O -0.844 -1.744 0.499 0.060 1.190 -0.219 -0.783
H 0.154 -1.430 -2.275 0.204 0.880 0.108 0.437
H -0.540 -0.903 -0.922 -0.227 -0.081 0.437 0.475
H -0.542 0.092 -2.247 -0.430 0.408 -0.449 0.432
H 1.957 0.305 -1.995 -0.168 -0.132 -0.351 0.236
H 1.718 -0.692 -0.617 0.375 -0.585 0.815 0.221
H 0.864 2.134 -1.172 -0.496 0.585 -0.452 0.218
H 1.800 1.601 0.142 0.192 -0.124 0.096 0.202
H -0.623 2.155 0.610 0.035 0.103 -0.267 0.395
H -0.296 0.917 2.435 -0.277 -0.030 -0.191 0.222
H 0.649 -0.179 1.529 1.545 -0.510 0.041 0.199
H -1.590 -1.064 2.405 0.177 -0.459 -0.269 0.207
H -2.175 -0.308 0.932 -0.972 0.380 -0.157 0.190
H -0.864 -2.620 0.836 -0.188 -1.046 0.676 0.513
```
Forces are in eV/Å.

The following is a quantum chemistry calculation of a molecular structure, C4H13N2O, from the Open Molecules 2025 dataset.

- Maximum force: 0.0545 hartree/bohr
- Total charge: +1
- Energy above the lowest of the compared OMol25 structures with the same formula, charge and spin: 616.5 kJ/mol
- Multiplicity: 1
- HOMO energy: -15.02 eV

XYZ file:
```
20
Properties=species:S:1:pos:R:3:forces:R:3:nbo_charge:R:1
C -0.207 -1.745 0.578 -0.475 -0.999 0.745 -0.424
C -0.114 0.065 2.203 2.075 0.335 0.732 -0.459
C -1.347 0.430 0.077 0.982 -2.302 0.019 -0.430
C 0.806 1.034 -2.534 -1.112 0.740 -2.157 -0.304
N 1.239 -0.030 -0.443 0.422 0.546 1.785 -0.052
N -0.222 -0.301 0.720 -0.155 0.877 0.250 -0.175
O 0.975 1.070 -1.094 0.428 1.604 -0.768 -0.335
H -1.107 -2.131 1.064 0.059 -0.177 -0.032 0.222
H -0.215 -2.013 -0.462 -0.015 -0.075 -0.369 0.237
H 0.674 -2.203 1.069 -0.404 0.503 -0.294 0.235
H 0.914 -0.309 2.448 -0.864 0.144 0.187 0.221
H -0.023 1.195 2.440 -0.792 -1.848 -0.865 0.256
H -0.836 -0.500 2.910 0.820 1.034 -1.682 0.263
H -2.066 0.770 0.738 -1.027 0.760 1.754 0.237
H -0.893 1.190 -0.435 0.851 2.460 -1.041 0.231
H -1.876 -0.118 -0.662 -0.136 -1.136 -0.626 0.230
H 1.752 1.231 -3.081 -0.126 -0.402 0.950 0.226
H 0.172 1.975 -2.875 0.824 -2.211 1.237 0.236
H 0.400 0.054 -2.915 0.158 1.075 0.684 0.217
H 1.976 0.334 0.254 -1.510 -0.928 -0.510 0.367
```
Forces are in eV/Å.

The following is a quantum chemistry calculation of 2 unconnected molecules or ions with the total composition C4H13N2O, from the Open Molecules 2025 dataset.

- Maximum force: 0.0220 hartree/bohr
- Total charge: +1
- Energy above the lowest of the compared OMol25 structures with the same formula, charge and spin: 197.4 kJ/mol
- Multiplicity: 1
- HOMO energy: -12.15 eV

XYZ file:
```
20
Properties=species:S:1:pos:R:3:forces:R:3:nbo_charge:R:1
C -0.967 0.867 -0.286 -0.192 -0.701 0.074 -0.206
C -0.155 0.855 1.028 0.042 -0.122 -0.601 -0.469
C 1.314 0.454 0.983 -0.646 -0.160 -0.472 0.193
C 1.729 -0.772 0.606 0.929 0.011 0.323 -0.571
N 2.168 1.439 1.409 0.390 0.146 1.028 -0.772
N -0.393 -0.048 -1.348 0.651 0.173 0.910 -0.698
H -1.938 0.441 -0.056 -0.292 0.471 -0.218 0.225
H -1.051 1.859 -0.700 -0.034 0.170 -0.193 0.234
H -0.273 1.853 1.445 0.081 -0.004 0.117 0.245
H -0.627 0.145 1.698 -0.085 0.030 0.178 0.240
H 2.653 -1.138 1.039 0.407 0.302 -0.548 0.229
H 1.319 -1.469 -0.107 -0.805 -0.161 0.534 0.193
H 3.131 1.184 1.589 -0.032 -0.228 -0.355 0.398
H 1.855 2.031 2.168 -0.266 0.054 -0.139 0.386
H 0.619 -0.038 -1.154 0.158 -0.102 -0.517 0.451
H -0.724 -1.005 -1.202 -0.212 -0.094 -0.311 0.462
H -0.585 0.204 -2.314 -0.161 0.190 0.034 0.447
H -2.894 -2.066 -0.887 0.007 0.200 -0.156 0.482
H -2.718 -2.818 -2.159 0.220 0.118 -0.325 0.502
O -2.462 -1.980 -1.752 -0.160 -0.293 0.639 -0.971
```
Forces are in eV/Å.